1.
{
  "formula": "C5H6ClN2",
  "method": "wB97M-V/def2-TZVPD",
  "charge": 1,
  "relative_energy_ev": 0.7919,
  "symbols": ["Cl", "N", "N", "C", "C", "C", "C", "C", "H", "H", "H", "H", "H", "H"],
  "coordinates": [[-0.97, 3.15, 0.66], [0.69, 1.35, -0.59], [1.38, -0.93, -0.29], [-0.96, -1.37, 0.04], [-1.00, 0.12, 0.64], [1.41, 0.23, -0.92], [-0.43, 1.22, 0.17], [0.42, -1.39, 0.40], [2.38, 0.44, -1.42], [-1.72, 0.27, 1.47], [0.78, -1.96, 1.23], [-1.52, -1.97, 0.67], [-1.33, -1.42, -0.99], [0.89, 2.25, -1.08]]
}

=====

2.
{
  "formula": "C5H6ClN3",
  "method": "wB97M-V/def2-TZVPD",
  "relative_energy_ev": 0.0362,
  "symbols": ["Cl", "N", "N", "N", "C", "C", "C", "C", "C", "H", "H", "H", "H", "H", "H"],
  "coordinates": [[-3.09, -0.54, -0.10], [1.78, -0.63, 0.09], [1.01, 1.66, 0.21], [-1.71, 1.77, -0.07], [-1.71, 0.52, -0.10], [-0.16, -1.77, -0.04], [0.76, 0.28, 0.16], [-0.47, -0.38, 0.06], [1.20, -1.89, 0.06], [-2.66, 2.16, -0.08], [2.69, -0.23, -0.11], [-0.96, -2.48, -0.09], [1.26, 2.15, -0.62], [1.95, -2.62, 0.15], [0.09, 2.02, 0.47]]
}

=====

3.
{
  "formula": "C5H6ClN3O",
  "method": "wB97M-V/def2-TZVPD",
  "relative_energy_ev": 3.3825,
  "symbols": ["Cl", "O", "N", "N", "N", "C", "C", "C", "C", "C", "H", "H", "H", "H", "H", "H"],
  "coordinates": [[3.65, -0.51, 0.38], [-1.61, 1.55, 0.11], [0.05, -1.57, -0.43], [-0.66, 0.66, -0.52], [1.94, 2.13, -0.34], [2.04, -0.21, -0.27], [1.65, 1.01, -0.03], [-2.10, -0.94, 0.61], [1.33, -1.37, -0.59], [-0.84, -0.52, -0.12], [1.66, 2.90, 0.25], [-2.95, -0.66, 0.06], [-2.17, -0.39, 1.45], [1.92, -2.24, -0.87], [-2.08, -2.11, 0.81], [-1.85, 2.26, -0.50]]
}

=====

4.
{
  "formula": "C5H6ClNO",
  "method": "wB97M-V/def2-TZVPD",
  "relative_energy_ev": 1.5448,
  "symbols": ["Cl", "O", "N", "C", "C", "C", "C", "C", "H", "H", "H", "H", "H", "H"],
  "coordinates": [[-3.68, 0.17, -0.21], [2.14, -1.15, -0.55], [0.02, -1.43, 0.12], [-1.93, -0.02, -0.32], [1.69, 1.74, -0.05], [0.84, 0.80, 0.23], [1.11, -0.63, -0.14], [-1.31, -1.05, 0.26], [2.58, 1.46, -0.60], [1.71, 2.75, 0.33], [0.15, -2.46, 0.21], [-1.37, 0.65, -0.94], [-1.82, -1.82, 0.84], [-0.11, 0.98, 0.82]]
}

=====

5.
{
  "formula": "C5H6F2",
  "method": "wB97M-V/def2-TZVPD",
  "relative_energy_ev": 6.4302,
  "symbols": ["F", "F", "C", "C", "C", "C", "C", "H", "H", "H", "H", "H", "H"],
  "coordinates": [[1.67, -1.71, -0.09], [1.53, 1.83, 0.24], [-1.75, -0.99, 0.10], [-0.59, -0.14, 0.34], [1.30, -0.46, -0.51], [2.21, 0.60, -0.02], [-1.79, 0.57, -0.15], [-1.79, -1.90, -0.52], [-2.09, 1.14, 0.73], [-1.92, 1.05, -1.07], [2.75, 0.46, 0.89], [-2.31, -1.34, 0.92], [2.79, 0.88, -0.86]]
}

=====

6.
{
  "formula": "C5H6F2N3",
  "method": "wB97M-V/def2-TZVPD",
  "charge": -1,
  "relative_energy_ev": 3.2679,
  "symbols": ["F", "F", "N", "N", "N", "C", "C", "C", "C", "C", "H", "H", "H", "H", "H", "H"],
  "coordinates": [[2.34, -0.64, -1.47], [-1.43, -0.91, 1.28], [-1.52, 2.82, -0.17], [-0.47, 0.16, -3.24], [0.29, -1.50, 0.00], [-0.85, 0.35, -0.69], [-0.43, 0.32, -2.09], [-1.22, 1.72, -0.38], [-0.28, -0.35, 0.56], [0.44, 0.45, 1.62], [-1.03, -1.22, -0.89], [1.12, -0.21, 2.16], [1.53, -1.14, -0.86], [-0.26, 0.91, 2.33], [0.99, 1.28, 1.14], [0.78, -2.04, 0.70]]
}

=====

Number 1: E_tot -20775.210 eV. Number 2: E_tot -22274.345 eV. Number 3: E_tot -24317.963 eV. Number 4: E_tot -21340.938 eV. Number 5: E_tot -10709.462 eV. Number 6: E_tot -15185.483 eV.